Record 1
ORCA calculation (the ωB97M-V functional and the def2-TZVPD basis) on a 2-piece molecular cluster, C4H12 overall.

## Properties
structure (SMILES) = CC.CC
frontier orbital gap = 13.0428 eV
highest occupied orbital energy = -11.9 eV
E_tot = -159.58393 hartree
E_LUMO = 1.19 eV

```
! RIJCOSX wB97M-V def2-TZVPD def2/J DEFGRID3
* xyz 0 1
C 0.1508 -0.5663 -2.0652
C 1.1268 -1.1394 -1.0305
H 0.5998 0.2960 -2.5548
H -0.1007 -1.2658 -2.8560
H -0.7810 -0.2179 -1.6088
H 0.6886 -1.9944 -0.5241
H 1.3537 -0.3596 -0.3093
H 2.0679 -1.3836 -1.5200
C -0.1692 1.4460 1.3374
C -1.0901 0.2924 1.7312
H -0.2340 1.6352 0.2698
H -0.4650 2.3541 1.8678
H 0.8841 1.3062 1.5607
H -2.0834 0.4997 1.3278
H -1.1904 0.2240 2.8089
H -0.7799 -0.6812 1.3529
*
```

=====

Record 2
ORCA calculation (the ωB97M-V functional and the def2-TZVPD basis) on the molecule C5H9FINO in a non-equilibrium geometry.

## Properties
structure (SMILES) = OCN1CCC[C@]1(F)I
frontier orbital gap = 9.2157 eV
highest occupied orbital energy = -8.8 eV
E_tot = -723.44260 hartree
E_LUMO = 0.46 eV

```
! RIJCOSX wB97M-V def2-TZVPD def2/J DEFGRID3
* xyz 0 1
O 1.5343 1.9431 0.9491
C 1.5225 1.3240 -0.3427
N 0.3564 0.3987 -0.2842
C -0.9490 0.8547 0.0838
C -1.5140 -0.4482 0.5467
C -0.9072 -1.5086 -0.3889
C 0.4547 -0.9649 -0.4866
F 1.0173 -1.3339 -1.6937
I 1.8291 -1.7461 1.1134
H 1.4804 1.1866 1.5676
H 1.4286 1.8600 -1.2937
H 2.3795 0.6581 -0.4626
H -1.4359 1.1181 -0.8920
H -0.9320 1.6268 0.8721
H -2.6378 -0.4368 0.6127
H -1.2217 -0.5829 1.5788
H -1.0884 -2.5697 -0.0960
H -1.3169 -1.3789 -1.3838
*
```

=====

Record 3
ORCA calculation (the ωB97M-V functional and the def2-TZVPD basis) on the molecule C3H6O in a non-equilibrium geometry.

## Properties
structure (SMILES) = C=COC
frontier orbital gap = 9.8092 eV
highest occupied orbital energy = -8.7 eV
E_tot = -193.06656 hartree
E_LUMO = 1.09 eV

```
! RIJCOSX wB97M-V def2-TZVPD def2/J DEFGRID3
* xyz 0 1
C 0.7527 1.8231 -0.4217
C 0.1654 0.5534 -0.5749
O -0.6984 -0.0055 0.3220
C -0.5719 -1.4467 0.6498
H 1.4951 2.1811 -1.1606
H 0.2965 2.4030 0.4140
H 0.4307 -0.1552 -1.4588
H -1.6433 -1.7897 0.5879
H -0.0106 -1.9503 -0.1452
H -0.2162 -1.6131 1.7876
*
```